24
Properties=species:S:1:pos:R:3:forces:R:3 method="wB97M-V/def2-TZVPD" gap_ev=7.631 energy_ev=-21381.820 smiles=CCCSC.O.O.O de_lowest_ev=3.674 homo_ev=-7.70
C -0.1948 -0.7616 -2.5643 0.269 -1.312 -0.224
C 0.2339 -1.7271 -1.4396 -0.247 -0.059 -0.844
C 0.7725 -1.0641 -0.1966 -0.094 0.728 -0.578
S -0.6686 -0.7703 0.9633 -0.895 -2.370 -0.398
C -2.0109 -0.2617 2.1234 0.790 2.251 0.358
H 0.5951 -0.0149 -2.6240 -0.505 0.563 -0.204
H -0.1860 -1.3183 -3.5152 0.240 0.104 0.203
H -1.2272 -0.4285 -2.5151 0.171 0.651 0.546
H 1.0813 -2.2842 -1.8489 0.206 -0.131 0.072
H -0.5449 -2.4610 -1.2479 0.024 0.008 0.313
H 1.2383 -0.1393 -0.5365 0.242 0.052 0.585
H 1.4206 -1.7283 0.3580 0.082 0.193 0.276
H -2.9492 -0.2612 1.5788 0.127 -0.356 -0.032
H -1.9804 -0.8941 3.0094 0.046 -0.108 -0.390
H -1.7518 0.7697 2.3772 -0.499 -0.158 0.382
O 0.2151 5.6493 -2.5421 0.064 -1.061 -0.575
H 0.5731 4.9727 -3.1481 0.247 0.705 0.192
H -0.5622 5.1610 -2.2535 -0.316 0.346 0.387
O 2.1258 -3.4829 2.0431 0.802 -0.885 -0.673
H 1.8609 -4.2486 2.5647 -0.322 0.211 0.261
H 2.7563 -3.9193 1.4299 -0.431 0.677 0.362
O -0.5794 2.9725 2.9094 0.662 0.321 -0.601
H 0.2481 2.4917 2.7428 -0.373 -0.052 0.210
H -0.4656 3.7485 2.3317 -0.293 -0.320 0.375